1.
Entry from the Open Molecules 2025 dataset: a 11-piece molecular cluster, C24H60BO28 overall (the ωB97M-V functional and the def2-TZVPD basis).

Calculated values
- Net charge: -1
- Frontier orbital gap: 8.97 eV
- Energy above the lowest of the compared OMol25 structures with the same formula, charge and spin: 0.0 kJ/mol
- Energy: -83870.9636 eV
- E_LUMO: 0.0654 Ha
- Highest occupied orbital energy: -0.2641 Ha

Positions of all 113 atoms, in Å:
O1 3.400 2.189 5.283
O2 -4.247 -2.457 0.041
O3 0.502 -4.996 5.106
O4 1.046 1.761 -3.183
O5 -2.012 -4.209 -5.507
O6 1.325 0.316 1.163
O7 -3.096 4.333 3.279
O8 -0.926 6.072 4.236
O9 2.673 -5.913 3.296
O10 0.991 0.837 -5.874
O11 1.681 3.382 -0.831
O12 -3.936 -0.176 -3.899
O13 3.788 3.957 3.000
O14 -3.145 3.322 0.620
O15 1.146 2.357 2.131
O16 1.092 -3.958 0.076
O17 0.372 -0.680 -0.810
O18 0.606 -4.136 -6.974
O19 0.650 -2.016 1.098
O20 -0.972 -0.192 1.226
O21 0.839 -2.270 -2.336
O22 -2.648 -5.096 -0.070
O23 -0.804 -7.462 -4.171
O24 0.915 5.635 0.444
O25 -1.626 1.672 2.296
O26 -1.643 1.089 -3.539
O27 1.195 -7.541 -2.070
O28 -0.671 3.658 5.893
C1 -2.840 -2.661 0.103
C2 3.656 3.572 5.363
C3 0.666 -1.915 -1.211
C4 1.979 -4.678 3.217
C5 1.636 4.596 -1.557
C6 4.526 4.053 4.217
C7 1.603 -4.236 4.622
C8 0.691 1.326 1.734
C9 -2.537 -3.985 0.831
C10 0.793 -2.793 0.060
C11 -3.471 -0.092 -2.566
C12 -0.808 0.969 1.769
C13 -2.749 4.644 0.930
C14 0.738 -6.328 -2.674
C15 -0.119 3.800 4.593
C16 0.326 -3.607 -5.686
C17 -0.707 -6.483 -3.104
C18 -1.094 -3.113 -5.498
C19 1.776 5.825 -0.676
C20 0.249 5.252 4.336
C21 1.384 0.024 -4.777
C22 1.997 0.814 -3.633
C23 -3.501 5.112 2.175
C24 -2.484 1.068 -2.394
B1 0.324 -0.655 0.654
H1 3.935 3.951 6.360
H2 0.495 -4.375 -4.926
H3 -3.271 -4.135 1.627
H4 -3.100 5.301 0.128
H5 2.452 -4.381 5.302
H6 -1.673 4.786 1.037
H7 -3.592 -5.263 -0.152
H8 1.558 6.717 -1.268
H9 -1.533 -3.981 1.257
H10 0.976 6.368 1.060
H11 3.382 -5.927 2.652
H12 2.432 4.586 -2.309
H13 -1.006 6.546 5.068
H14 -2.398 -1.915 0.770
H15 1.150 1.755 -5.634
H16 -3.009 2.029 -2.368
H17 -2.887 -0.961 -2.229
H18 1.329 -5.962 -3.519
H19 -4.307 -0.021 -1.870
H20 2.709 1.969 5.912
H21 1.826 3.613 0.099
H22 -2.340 4.739 3.706
H23 -1.383 -2.515 -6.367
H24 -2.838 -3.995 -5.068
H25 2.346 0.126 -2.862
H26 1.311 2.118 -2.323
H27 2.018 -0.788 -5.122
H28 0.987 -2.774 -5.436
H29 0.685 4.697 -2.092
H30 -4.579 5.112 2.026
H31 -2.393 -2.627 -0.887
H32 3.190 3.197 3.070
H33 -0.799 1.494 -3.275
H34 2.140 -7.398 -1.954
H35 2.874 1.362 -4.010
H36 2.564 -3.924 2.675
H37 4.926 5.055 4.338
H38 -3.156 0.083 -4.420
H39 0.746 -5.510 -1.944
H40 0.897 5.650 5.118
H41 -1.128 -2.511 -4.590
H42 5.388 3.376 4.149
H43 -0.811 3.408 3.843
H44 2.784 5.882 -0.248
H45 0.487 -0.389 -4.301
H46 -0.458 -8.271 -3.769
H47 2.694 4.109 5.283
H48 -4.523 -1.906 0.776
H49 -1.285 -6.802 -2.235
H50 -3.238 6.167 2.348
H51 -1.943 0.870 -1.465
H52 -1.031 -5.591 -3.638
H53 0.806 5.298 3.397
H54 -1.566 4.000 5.951
H55 0.853 -5.857 5.355
H56 -2.812 2.769 1.364
H57 0.776 3.186 4.514
H58 1.416 -4.644 -6.882
H59 1.069 -4.705 2.609
H60 1.333 -3.178 4.617

These are the Löwdin partial charges, in e, on atoms 1 to 5: -0.044, -0.063, -0.068, -0.076, -0.068

***

2.
Entry from the Open Molecules 2025 dataset: one molecule with the formula C5H10N2O (the ωB97M-V functional and the def2-TZVPD basis).

Calculated values
- Net charge: 0
- Frontier orbital gap: 8.89 eV
- Energy above the lowest of the compared OMol25 structures with the same formula, charge and spin: 544.2 kJ/mol
- Energy: -10369.6647 eV
- E_LUMO: 0.0162 Ha
- Highest occupied orbital energy: -0.3106 Ha

Positions of all 18 atoms, in Å:
O1 0.575 1.672 -0.798
N1 1.713 -0.674 -0.660
N2 0.361 -1.103 -0.677
C1 -1.890 -0.755 -0.197
C2 2.440 -0.355 0.656
C3 -0.392 1.177 0.056
C4 -3.063 -0.205 0.011
C5 -0.523 -0.207 -0.149
H1 -1.894 -1.698 -0.433
H2 -2.984 0.770 0.708
H3 3.541 -0.380 0.294
H4 -0.468 1.291 1.177
H5 2.166 -1.499 -1.208
H6 1.352 1.120 -0.863
H7 2.453 0.937 0.944
H8 -1.403 1.649 -0.329
H9 -3.982 -0.740 -0.054
H10 1.997 -0.999 1.521

These are the Löwdin partial charges, in e, on atoms 1 to 5: -0.046, -0.202, 0.071, -0.156, -0.111

***

3.
Entry from the Open Molecules 2025 dataset: a 40-piece molecular cluster, H80O40 overall (the ωB97M-V functional and the def2-TZVPD basis).

Calculated values
- Net charge: 0
- Frontier orbital gap: 9.11 eV
- Energy above the lowest of the compared OMol25 structures with the same formula, charge and spin: 1040.7 kJ/mol
- Energy: -83195.0296 eV
- E_LUMO: -0.0269 Ha
- Highest occupied orbital energy: -0.3616 Ha

Positions of all 120 atoms, in Å:
O1 1.679 2.053 -1.113
O2 2.647 -1.085 0.664
O3 -5.964 -2.405 -1.927
O4 1.422 -1.696 4.697
O5 1.078 0.199 2.680
O6 1.030 5.527 -0.596
O7 -3.421 -0.392 -3.629
O8 -3.858 -2.822 4.206
O9 -4.360 -2.439 0.021
O10 -2.042 -1.564 1.706
O11 -2.092 5.667 0.973
O12 4.257 -1.557 3.111
O13 -2.313 -4.125 0.585
O14 3.053 -3.870 2.580
O15 1.042 1.474 -4.296
O16 3.643 -4.613 0.085
O17 -2.439 0.017 5.141
O18 4.292 1.340 -1.166
O19 -2.459 4.766 4.041
O20 -1.338 2.309 -3.861
O21 -3.782 5.077 -1.481
O22 0.232 -3.301 -2.500
O23 -0.920 -0.535 -1.381
O24 -3.832 3.712 -4.410
O25 -1.318 1.964 2.929
O26 4.142 1.024 -4.649
O27 0.274 3.221 1.253
O28 1.509 -6.961 0.323
O29 0.982 2.894 3.928
O30 4.625 1.180 1.452
O31 -5.545 0.219 -0.370
O32 5.640 -0.683 -2.383
O33 -1.275 2.119 -1.001
O34 -2.631 -3.811 -2.992
O35 0.684 -3.325 3.562
O36 4.185 -2.715 -1.589
O37 0.739 -4.546 0.001
O38 1.821 -1.267 -2.137
O39 2.558 4.803 -2.990
O40 -4.193 2.485 -0.181
H1 0.879 -2.438 3.716
H2 -3.888 -1.633 0.289
H3 0.711 2.173 -1.048
H4 -1.637 1.488 2.148
H5 0.826 3.839 3.965
H6 -1.495 0.204 -1.109
H7 -3.322 -3.582 3.957
H8 -2.984 5.342 1.119
H9 -5.333 -2.759 -2.575
H10 -3.320 4.361 4.005
H11 -4.598 0.340 -0.531
H12 -5.928 -0.390 -1.059
H13 1.234 -6.907 -0.598
H14 0.622 -2.410 -2.630
H15 4.039 0.714 -5.546
H16 -2.986 -0.549 4.541
H17 5.621 0.257 -2.145
H18 -0.181 2.844 2.033
H19 3.420 -3.850 1.663
H20 -4.126 -2.403 3.389
H21 1.611 5.826 0.103
H22 -3.776 -1.238 -3.342
H23 -2.393 -3.017 -3.456
H24 2.259 -1.295 4.423
H25 0.606 -3.851 0.678
H26 4.048 -0.621 3.261
H27 -3.317 4.232 -1.455
H28 -2.064 -3.879 -2.212
H29 -0.631 2.807 -3.438
H30 -1.404 -4.054 0.290
H31 -4.788 3.070 0.264
H32 6.546 -0.970 -2.219
H33 -2.549 -3.443 1.214
H34 -4.869 1.886 -0.567
H35 -3.210 -0.342 5.672
H36 0.947 3.841 1.542
H37 -1.204 -0.934 -2.212
H38 4.397 -1.781 -1.447
H39 5.059 0.824 -4.426
H40 4.127 1.573 -2.089
H41 4.429 -1.745 4.049
H42 3.304 -1.551 1.217
H43 3.148 -2.981 2.928
H44 -1.891 3.986 4.036
H45 0.557 -3.676 -1.666
H46 3.282 4.589 -2.379
H47 1.959 -6.119 0.400
H48 -2.009 2.199 -1.617
H49 -3.518 2.973 -4.947
H50 0.875 -1.191 4.072
H51 1.154 2.744 4.869
H52 3.513 -5.552 0.037
H53 2.344 -1.875 0.159
H54 -1.237 2.319 -4.809
H55 1.114 -0.703 -1.730
H56 1.300 -4.019 3.805
H57 4.113 0.609 0.856
H58 -0.919 1.249 3.401
H59 1.717 0.528 3.329
H60 3.824 -2.797 -2.447
H61 2.007 5.326 -2.384
H62 -1.543 -2.362 1.895
H63 -1.311 -0.969 1.501
H64 1.794 1.751 -4.826
H65 -1.697 5.658 1.849
H66 1.319 1.637 -3.381
H67 3.491 1.318 -0.632
H68 -5.296 -1.881 -1.483
H69 -3.013 3.859 -3.913
H70 1.812 1.621 -0.252
H71 4.044 -3.940 -0.532
H72 -3.098 5.721 -1.266
H73 1.551 0.240 1.837
H74 1.715 -0.799 -2.993
H75 -1.444 2.374 -0.103
H76 0.471 -5.257 0.581
H77 0.228 6.017 -0.367
H78 4.971 1.733 0.780
H79 -5.274 -2.280 0.296
H80 -2.483 -0.373 -3.623

These are the Löwdin partial charges, in e, on atoms 1 to 5: -0.058, -0.047, -0.056, -0.009, -0.038

***

4.
Entry from the Open Molecules 2025 dataset: one molecule with the formula C4H6O2 (the ωB97M-V functional and the def2-TZVPD basis).

Calculated values
- Net charge: 0
- Frontier orbital gap: 10.83 eV
- Energy above the lowest of the compared OMol25 structures with the same formula, charge and spin: 340.5 kJ/mol
- Energy: -8336.9321 eV
- E_LUMO: 0.0369 Ha
- Highest occupied orbital energy: -0.3610 Ha

Positions of all 12 atoms, in Å:
O1 -1.059 -0.333 -0.865
O2 1.087 -1.134 -1.189
C1 0.072 -0.261 1.428
C2 0.193 -0.094 -1.437
C3 -0.073 0.977 1.049
C4 -1.060 0.013 0.505
H1 1.152 -1.195 -0.224
H2 -2.088 -0.014 0.859
H3 0.094 0.015 -2.516
H4 0.565 0.854 -1.017
H5 0.252 2.003 1.123
H6 0.590 -0.947 2.083

These are the Löwdin partial charges, in e, on atoms 1 to 5: -0.065, -0.007, 0.000, -0.311, 0.002